Entry from the Open Molecules 2025 dataset: a molecular structure, C30H31N5O5Os (ωB97M-V/def2-TZVPD).

```
72
Properties=species:S:1:pos:R:3:mulliken_spin:R:1
Os 0.22 0.02 -0.72 1.744
O 1.81 0.73 -2.37 0.014
C 1.50 0.33 -3.71 -0.002
C 0.05 -0.07 -3.80 0.007
C -0.59 -0.09 -5.03 0.003
C -1.91 -0.49 -5.12 0.006
C -2.56 -0.89 -3.96 -0.005
C -1.87 -0.84 -2.76 0.001
N -0.60 -0.41 -2.67 -0.046
H 2.75 0.98 -2.32 0.006
H 2.13 -0.52 -4.01 0.001
H 1.70 1.16 -4.40 0.000
H -0.04 0.20 -5.92 0.001
H -2.42 -0.50 -6.07 0.000
H -3.58 -1.24 -3.98 0.001
H -2.34 -1.16 -1.84 0.008
O -5.37 4.08 -1.58 0.001
C -4.22 4.27 -2.32 0.001
C -3.12 3.35 -1.89 0.007
C -1.90 3.34 -2.57 0.013
C -0.90 2.48 -2.14 0.006
N -1.04 1.67 -1.09 -0.028
C -2.19 1.74 -0.36 -0.003
C -3.25 2.54 -0.77 0.054
C -2.04 1.02 0.91 0.200
C -2.81 1.34 2.03 0.145
C -2.52 1.11 3.40 0.126
C -3.64 1.39 4.38 0.003
O -3.16 1.48 5.67 0.004
C -1.30 0.79 3.93 0.303
C -0.17 -0.28 1.93 0.061
N -1.04 0.14 0.86 0.162
H -6.07 4.69 -1.85 0.000
H -3.84 5.31 -2.22 0.001
H -4.40 4.15 -3.40 0.000
H -1.72 3.99 -3.41 0.000
H 0.05 2.47 -2.65 0.008
H -4.19 2.54 -0.23 0.000
H -3.73 1.86 1.83 0.009
H -4.41 0.59 4.30 0.000
H -4.17 2.31 4.09 -0.002
H -3.83 1.78 6.30 0.000
H -1.25 0.72 5.01 -0.014
H -0.41 -1.31 2.25 -0.030
O 5.98 -3.88 -0.16 0.001
C 5.11 -4.14 -1.20 0.002
C 3.88 -3.30 -1.07 0.004
C 2.89 -3.29 -2.06 0.022
C 1.78 -2.47 -1.91 0.019
N 1.59 -1.69 -0.85 0.001
C 2.51 -1.76 0.16 0.005
C 3.66 -2.52 0.07 0.052
C 2.04 -1.08 1.36 0.173
C 2.47 -1.41 2.64 0.101
C 2.05 -0.83 3.87 0.170
C 2.86 -1.27 5.08 -0.025
O 3.71 -2.31 4.78 0.028
C 1.04 0.07 4.10 0.283
C -0.02 0.60 3.19 0.092
N 1.01 -0.26 1.10 0.241
H 6.81 -4.39 -0.25 0.000
H 4.80 -5.21 -1.21 0.000
H 5.57 -3.98 -2.18 0.000
H 2.98 -3.92 -2.94 0.000
H 1.01 -2.47 -2.67 0.012
H 4.41 -2.53 0.85 -0.001
H 3.25 -2.14 2.72 -0.003
H 2.18 -1.54 5.91 0.018
H 3.43 -0.39 5.43 0.030
H 4.10 -2.70 5.57 -0.002
H 0.96 0.45 5.11 -0.032
H 0.32 1.60 2.85 0.044
```

The value obtained for the energy above the lowest of the compared OMol25 structures with the same formula, charge and spin is 13.5 kcal per mole. As for the multiplicity: 5. As for the net charge: +4. The calculation puts the HOMO energy (alpha / beta) at -0.71566 / -0.71616 Eh. Its expectation value of S² is 6.0572. As for the orbital gap (alpha / beta): 7.3389 / 4.7572 eV.

Entry from the Open Molecules 2025 dataset: a molecular structure, C5H11NO2 (ωB97M-V/def2-TZVPD).

```
19
Properties=species:S:1:pos:R:3:mulliken_charge:R:1
C -0.66 -1.11 -0.75 -0.468
C -0.34 1.23 -0.14 -0.657
C -1.38 -1.68 0.41 -1.026
C 1.86 -0.61 0.32 -0.078
N -1.15 1.97 -1.04 -0.432
C 0.33 -0.16 -0.76 0.126
O 2.84 0.26 0.05 -0.348
O 1.49 -0.67 1.60 -0.313
H 2.17 -0.39 2.25 0.245
H 2.89 0.99 0.71 0.239
H -0.83 -1.60 -1.70 0.425
H -1.00 2.97 -1.08 0.196
H -2.02 1.51 -1.27 0.190
H 0.81 0.08 -1.70 0.360
H 0.55 1.82 0.10 0.441
H -0.84 0.96 0.80 0.217
H -1.90 -0.93 1.01 0.290
H -0.69 -2.20 1.08 0.233
H -2.13 -2.42 0.11 0.360
```

The value obtained for the energy above the lowest of the compared OMol25 structures with the same formula, charge and spin is 132.5 kcal per mole. The calculation puts the HOMO energy (alpha / beta) at -0.25751 / -0.25287 Eh. As for the orbital gap (alpha / beta): 7.4837 / 7.1577 eV.

| no. | E (Eh) |
| --- | --- |
| 1 | -1900.8745 |
| 2 | -402.1670 |